Record 1
Computed, not measured: C29H35IrN7P2 as an isolated structure in a non-equilibrium geometry, with ωB97M-V/def2-TZVPD.

```
! wB97M-V def2-TZVPD RIJCOSX def2/J DEFGRID3
* xyz 2 6
Ir 0.01 0.73 -2.30
C -1.64 1.09 -5.83
C -1.34 -0.21 -5.85
C -0.37 -0.87 -6.79
C 0.94 -0.09 -6.98
C 1.38 0.73 -5.80
C 0.95 1.93 -5.38
C 0.04 2.88 -6.10
C -1.14 2.15 -6.76
C 1.26 1.44 -0.76
H -2.45 1.46 -5.20
H -2.03 -0.94 -5.40
H -0.85 -0.96 -7.78
H -0.18 -1.89 -6.42
H 1.75 -0.82 -7.14
H 0.88 0.52 -7.89
H 2.35 0.39 -5.44
H 1.46 2.45 -4.58
H 0.62 3.43 -6.86
H -0.34 3.61 -5.37
H -1.94 2.90 -6.92
H -0.84 1.74 -7.73
H 0.61 2.22 -0.29
H 2.22 1.92 -1.02
H 1.45 0.66 0.00
P 1.58 -0.68 -2.86
P -1.63 -0.70 -2.88
N 3.10 0.42 -3.39
N 2.51 -1.77 -1.90
N -2.94 0.84 -3.09
N -2.85 -1.57 -1.83
C 0.73 -1.90 -3.91
C -0.76 -2.19 -3.58
C 2.98 1.79 -3.21
C 4.15 2.43 -3.59
C 5.01 1.42 -4.11
C 4.34 0.20 -3.98
C 3.36 -1.29 -0.89
C 4.25 -2.29 -0.55
C 3.98 -3.42 -1.39
C 2.91 -3.08 -2.20
C -2.39 2.10 -2.99
C -3.30 3.07 -3.41
C -4.48 2.36 -3.78
C -4.23 0.99 -3.57
C -4.07 -2.02 -2.35
C -4.71 -2.81 -1.40
C -3.88 -2.85 -0.25
C -2.72 -2.14 -0.56
H 1.26 -2.85 -3.95
H 0.83 -1.45 -4.91
H -1.27 -2.53 -4.48
H -0.86 -2.98 -2.82
H 2.05 2.22 -2.83
H 4.33 3.49 -3.48
H 6.00 1.60 -4.51
H 4.66 -0.80 -4.25
H 3.25 -0.29 -0.52
H 5.05 -2.22 0.18
H 4.52 -4.36 -1.46
H 2.42 -3.67 -2.95
H -1.35 2.21 -2.66
H -3.11 4.14 -3.39
H -5.42 2.78 -4.13
H -4.92 0.16 -3.69
H -4.38 -1.75 -3.34
H -5.66 -3.31 -1.52
H -4.08 -3.32 0.70
H -1.83 -1.98 0.01
N -1.12 0.65 -0.63
C -1.34 0.40 0.51
N -1.79 -0.21 1.54
C -1.40 0.05 2.78
N -1.09 0.19 3.90
*
```

- Kohn-Sham gap (alpha / beta) (eV) = 6.06 / 3.43
- LUMO (alpha / beta) (Eh) = -0.241 / -0.350
- DFT total energy (eV) = -62460.4580
- energy above the lowest of the compared OMol25 structures with the same formula, charge and spin (kJ/mol) = 21.82
- E_HOMO (alpha / beta) (eV) = -12.62 / -12.94
- <S²> = 8.797

Atom charges from the Löwdin analysis, given in e for atoms 1 to 5:
1. Ir 0.8792
2. C -0.1066
3. C -0.1521
4. C -0.1695
5. C -0.1615

Record 2
Computed, not measured: C29H35KN6O2S3Se as an isolated structure in a non-equilibrium geometry, with ωB97M-V/def2-TZVPD.

```
! wB97M-V def2-TZVPD RIJCOSX def2/J DEFGRID3
* xyz -2 1
K 1.43 -2.37 1.11
C -1.53 -4.32 -3.62
C -1.49 -3.18 -2.60
C -2.78 -2.37 -2.66
C -0.24 -2.35 -2.78
C 0.96 -2.81 -2.23
C 2.13 -2.08 -2.34
C 2.16 -0.87 -3.03
C 3.42 -0.05 -3.10
C 0.97 -0.42 -3.60
C -0.21 -1.15 -3.48
H -2.41 -4.95 -3.47
H -0.64 -4.95 -3.55
H -1.57 -3.92 -4.64
H -1.42 -3.63 -1.60
H -2.99 -2.03 -3.68
H -2.71 -1.48 -2.02
H -3.62 -2.97 -2.32
H 0.96 -3.74 -1.68
H 3.04 -2.46 -1.88
H 4.30 -0.69 -3.12
H 3.50 0.61 -2.23
H 3.42 0.59 -3.99
H 0.96 0.52 -4.13
H -1.11 -0.76 -3.93
N 2.39 0.78 2.32
N 1.26 1.08 3.11
C 0.11 0.30 2.94
O -0.96 0.76 3.39
O 0.26 -0.81 2.36
H 3.21 1.14 2.79
H 2.31 1.24 1.41
H 1.04 2.06 3.24
C -2.86 -0.69 3.43
N -2.64 -1.81 2.48
C -2.24 -1.26 1.15
C -1.63 -2.81 3.02
C -1.74 -4.14 2.31
C -2.54 -5.14 2.88
C -2.74 -6.32 2.19
C -2.14 -6.47 0.93
C -1.35 -5.46 0.41
C -1.09 -4.24 1.08
H -3.67 -0.06 3.06
H -1.92 -0.11 3.47
H -3.11 -1.10 4.41
H -3.50 -2.34 2.36
H -1.37 -0.62 1.31
H -3.08 -0.71 0.74
H -1.95 -2.10 0.52
H -1.86 -2.90 4.08
H -0.67 -2.31 2.87
H -2.99 -5.00 3.86
H -3.34 -7.12 2.62
H -2.30 -7.39 0.37
H -0.90 -5.63 -0.57
S 2.62 7.05 3.06
C 2.35 6.05 1.74
S 2.73 4.37 1.75
C 2.07 4.15 0.11
N 1.62 5.27 -0.36
N 1.79 6.32 0.55
C 1.31 7.58 0.08
C 0.29 7.58 -0.87
C -0.18 8.78 -1.37
C 0.34 9.99 -0.93
C 1.36 9.98 0.01
C 1.85 8.78 0.52
S 2.10 2.63 -0.63
H -0.10 6.64 -1.22
H -0.97 8.77 -2.11
H -0.03 10.93 -1.32
H 1.79 10.91 0.36
H 2.64 8.78 1.25
Se 5.75 -5.37 -0.90
C 4.46 -4.39 -0.10
N 3.63 -3.76 0.42
*
```

- Kohn-Sham gap (eV) = 6.53
- LUMO (Eh) = 0.142
- DFT total energy (eV) = -157854.8971
- energy above the lowest of the compared OMol25 structures with the same formula, charge and spin (kJ/mol) = 134.20
- E_HOMO (eV) = -2.68

Atom charges from the Löwdin analysis, given in e for atoms 1 to 5:
1. K 0.7474
2. C -0.0693
3. C -0.3880
4. C -0.0841
5. C -0.2088

Record 3
Computed, not measured: a 3-piece molecular cluster, C29H35N2O6S3 overall in a non-equilibrium geometry, with ωB97M-V/def2-TZVPD.

```
! wB97M-V def2-TZVPD RIJCOSX def2/J DEFGRID3
* xyz 1 1
C 9.00 -0.09 1.67
C 7.48 -0.19 1.66
S 6.73 1.11 0.62
C 4.96 0.84 0.99
C 4.13 2.10 0.91
C 4.44 3.20 1.70
C 5.63 3.27 2.63
O 6.61 3.87 2.24
O 5.57 2.71 3.85
C 3.65 4.35 1.68
C 2.58 4.36 0.86
N 2.31 3.31 0.08
C 3.03 2.20 0.07
C 2.67 1.06 -0.84
C 1.33 1.21 -1.60
C 0.10 0.65 -0.83
S 0.27 0.75 0.98
C -1.16 -0.19 1.58
S -0.91 -1.76 1.94
N -2.43 0.35 1.77
C -2.75 0.61 3.20
C -4.18 0.11 3.47
C -2.73 1.50 0.91
C -3.19 1.05 -0.50
H 9.45 -0.45 0.74
H 9.42 -0.73 2.46
H 9.35 0.93 1.89
H 7.10 -0.10 2.68
H 7.19 -1.19 1.32
H 4.90 0.49 2.03
H 4.53 0.05 0.39
H 6.42 2.95 4.26
H 3.91 5.17 2.32
H 1.93 5.22 0.84
H 1.49 3.39 -0.51
H 2.68 0.09 -0.35
H 3.46 1.02 -1.61
H 1.43 0.59 -2.49
H 1.12 2.22 -1.96
H -0.77 1.24 -1.14
H 0.00 -0.40 -1.12
H -2.04 0.12 3.87
H -2.70 1.70 3.35
H -4.91 0.73 2.94
H -4.41 0.04 4.53
H -4.25 -0.87 2.99
H -3.60 2.00 1.35
H -1.94 2.26 0.87
H -2.78 0.08 -0.80
H -4.28 0.93 -0.46
H -3.01 1.85 -1.23
C -7.27 -0.30 -2.27
C -8.55 -0.57 -2.05
C -8.97 -1.80 -1.34
O -10.14 -2.05 -1.14
C -7.90 -2.71 -0.86
C -6.61 -2.44 -1.07
C -6.20 -1.21 -1.79
O -5.03 -0.95 -1.98
H -6.94 0.60 -2.79
H -9.35 0.09 -2.39
H -8.22 -3.60 -0.34
H -5.82 -3.09 -0.74
C -0.76 -3.03 -2.24
C -1.43 -4.14 -2.51
C -0.88 -5.17 -3.42
O -1.49 -6.19 -3.67
C 0.46 -4.92 -4.01
C 1.13 -3.80 -3.73
C 0.58 -2.77 -2.83
O 1.20 -1.76 -2.57
H -1.15 -2.27 -1.58
H -2.41 -4.34 -2.09
H 0.85 -5.68 -4.67
H 2.11 -3.60 -4.15
*
```

- Kohn-Sham gap (eV) = 6.74
- LUMO (Eh) = -0.141
- DFT total energy (eV) = -78402.6205
- E_HOMO (eV) = -10.58

Atom charges from the Löwdin analysis, given in e for atoms 1 to 5:
1. C -0.1634
2. C -0.5300
3. S 0.9240
4. C -0.3958
5. C -0.1319